Record 1
23
Properties=species:S:1:pos:R:3:forces:R:3:lowdin_charge:R:1 method="wB97M-V/def2-TZVPD" energy_ev=-9986.454 molar_mass_g_mol=110.18 charge=+1 max_force_ev_per_a=2.49 homo_energy_ev=-14.74
C 0.285 -0.510 1.104 -0.23 -0.71 -0.01 -0.171
C 1.080 0.775 1.043 0.68 0.11 1.34 -0.194
C 2.039 0.831 -0.151 0.75 -0.88 1.20 -0.250
C 1.349 0.590 -1.465 0.02 1.62 -1.90 -0.113
N -1.047 -0.370 0.413 -0.22 -0.72 -0.81 0.162
H 0.803 -1.300 0.542 -0.14 0.10 0.40 0.121
H 0.035 -0.906 2.116 0.48 0.64 -0.61 0.144
H 0.376 1.609 1.123 0.21 0.20 -0.16 0.117
H 1.651 0.760 1.994 -0.11 0.39 -0.54 0.130
H 2.813 1.613 -0.114 -1.28 0.97 -0.31 0.124
H 2.823 0.093 0.074 -0.63 -0.94 -0.38 0.117
H 0.932 -0.383 -1.715 0.31 -0.44 0.48 0.068
H 2.044 0.840 -2.277 0.06 -0.47 0.07 0.087
H 0.537 1.308 -1.729 0.29 -0.19 0.79 0.087
H -0.933 -0.717 -0.555 -0.27 0.27 0.47 0.141
H -1.452 0.578 0.353 0.04 -0.11 0.11 0.118
H -1.701 -1.026 0.852 -0.10 0.32 -0.34 0.150
H -2.789 2.251 -1.418 -0.14 0.20 0.22 0.061
H -3.178 2.562 0.070 -0.08 0.18 -0.29 0.060
O -2.832 1.890 -0.525 0.40 -0.51 0.23 -0.047
H -0.708 -3.505 0.867 -0.13 -0.40 -0.51 0.065
H -1.225 -3.841 -0.592 0.10 -0.11 0.39 0.068
O -0.899 -3.143 -0.010 0.00 0.47 0.15 -0.044

Record 2
14
Properties=species:S:1:pos:R:3:forces:R:3:lowdin_charge:R:1 method="wB97M-V/def2-TZVPD" energy_ev=-17157.078 molar_mass_g_mol=104.17 max_force_ev_per_a=4.69 homo_energy_ev=-9.00
C -0.577 -1.287 -0.561 0.60 0.41 2.08 -0.302
C 0.358 -0.240 -0.245 -0.03 1.25 -0.65 -0.505
C -0.130 1.142 -0.070 3.35 0.59 1.36 -0.066
C 1.445 -0.618 0.374 4.07 2.09 -1.02 0.002
O -0.026 -1.363 2.015 0.45 -0.74 1.45 -0.592
S -1.177 -1.691 1.172 -2.45 1.70 0.55 0.892
H -0.027 -2.140 -0.799 0.42 -1.68 -0.77 0.068
H -1.390 -1.084 -1.159 -1.76 0.38 -1.45 0.070
H -0.533 1.210 0.904 -0.17 0.28 1.52 0.061
H -0.918 1.354 -0.629 -3.36 1.03 -3.10 0.025
H 0.634 1.957 -0.185 -0.56 -0.97 0.10 0.114
H 1.795 -1.617 0.280 0.28 -0.70 0.34 0.065
H 2.271 0.188 0.571 -1.74 -1.63 0.30 0.126
H -2.025 -0.426 1.331 0.91 -2.00 -0.71 0.042

Record 3
92
Properties=species:S:1:pos:R:3:forces:R:3:lowdin_charge:R:1 method="wB97M-V/def2-TZVPD" energy_ev=-153667.580 molar_mass_g_mol=1016.99 charge=+2 max_force_ev_per_a=0.68 homo_energy_ev="-13.98 / -14.00"
Ir 0.104 1.142 0.779 0.14 -0.40 0.53 0.655
O -1.153 3.135 0.750 0.11 -0.15 -0.15 -0.180
C -0.580 4.439 0.992 0.03 0.08 -0.06 -0.195
C 0.069 4.512 2.360 -0.05 -0.01 0.04 -0.140
C 1.085 3.386 2.577 -0.02 -0.06 0.09 -0.149
C 2.075 3.307 1.456 0.01 -0.01 -0.02 -0.278
C 3.198 4.116 1.422 0.03 -0.01 0.00 0.020
C 4.043 4.068 0.326 -0.01 0.00 0.00 -0.002
C 3.734 3.205 -0.715 0.00 0.00 -0.02 -0.009
C 2.604 2.421 -0.616 0.01 -0.07 0.00 -0.110
N 1.782 2.465 0.447 -0.05 0.01 0.03 -0.051
H -2.055 3.094 1.086 0.00 -0.04 -0.07 0.113
H -1.350 5.198 0.861 -0.02 -0.01 0.05 0.140
H 0.160 4.582 0.203 -0.03 0.01 -0.02 0.119
H -0.688 4.477 3.147 0.00 0.00 0.00 0.120
H 0.566 5.480 2.452 0.01 0.00 -0.03 0.136
H 0.567 2.417 2.686 0.01 -0.01 0.00 0.040
H 1.601 3.520 3.528 -0.01 0.03 -0.01 0.139
H 3.401 4.775 2.256 0.00 0.00 -0.01 0.136
H 4.925 4.692 0.285 0.00 0.00 0.00 0.130
H 4.357 3.131 -1.595 0.00 0.00 0.01 0.126
H 2.342 1.733 -1.406 0.01 -0.03 0.01 0.096
C 1.533 -3.329 3.419 0.02 0.01 -0.05 -0.205
Si 0.381 -3.145 1.974 -0.08 -0.04 -0.06 0.358
C 1.224 -3.686 0.409 0.05 0.03 -0.01 -0.186
C -1.311 -3.902 2.223 0.02 -0.01 -0.03 -0.189
As -0.116 -0.753 2.015 -0.16 0.59 -0.29 0.833
Si -1.426 -0.201 4.005 0.11 -0.08 0.16 0.318
C -3.155 -0.283 3.317 0.02 0.00 -0.05 -0.209
C -1.115 -1.491 5.303 0.00 0.03 0.01 -0.203
C -1.033 1.502 4.642 0.03 0.02 -0.05 -0.207
H 1.797 -4.389 3.504 -0.01 0.01 0.00 0.058
H 1.100 -3.019 4.366 -0.04 0.02 0.06 0.014
H 2.461 -2.777 3.259 0.00 -0.01 0.01 0.042
H 0.971 -4.738 0.247 0.02 -0.02 0.01 0.061
H 2.308 -3.613 0.506 -0.01 -0.01 0.02 0.043
H 0.921 -3.135 -0.479 0.11 -0.15 0.23 -0.016
H -1.451 -4.702 1.493 -0.01 0.00 0.02 0.042
H -2.137 -3.202 2.091 0.01 0.01 -0.02 0.009
H -1.395 -4.341 3.219 0.00 0.01 -0.01 0.044
H -3.409 -1.274 2.935 0.00 0.01 -0.01 0.027
H -3.305 0.446 2.518 -0.01 -0.02 0.00 0.023
H -3.858 -0.051 4.122 0.01 -0.02 -0.01 0.053
H -1.272 -2.508 4.943 0.01 0.00 -0.01 0.023
H -1.824 -1.325 6.121 0.01 0.00 -0.01 0.054
H -0.111 -1.408 5.720 0.00 -0.03 0.00 0.041
H -1.285 2.284 3.925 0.00 0.01 0.00 0.011
H 0.012 1.603 4.937 0.00 0.02 0.00 0.042
H -1.643 1.672 5.534 -0.01 -0.02 -0.01 0.057
F -3.524 -5.800 -1.144 -0.12 0.14 -0.02 0.152
C -4.130 -4.608 -1.274 -0.02 -0.05 0.02 -0.585
F -5.038 -4.495 -0.292 0.10 -0.06 -0.14 0.151
F -4.782 -4.601 -2.444 0.05 -0.04 0.13 0.171
C -3.120 -3.485 -1.214 0.01 -0.01 0.00 -0.096
C -1.878 -3.657 -1.801 0.02 0.00 -0.01 0.027
C -0.943 -2.631 -1.751 -0.17 0.06 -0.14 -0.079
C -1.249 -1.441 -1.097 0.03 -0.09 0.05 -0.401
C -2.511 -1.273 -0.525 -0.02 -0.04 -0.02 -0.108
C -3.449 -2.286 -0.593 -0.01 0.01 0.06 0.011
P -0.089 -0.049 -1.068 -0.11 0.22 -0.11 0.851
C 1.477 -0.668 -1.734 0.03 0.08 -0.01 -0.369
C 1.656 -0.760 -3.114 0.01 0.02 -0.02 -0.046
C 2.858 -1.223 -3.631 0.02 -0.03 0.02 0.030
C 3.878 -1.588 -2.766 -0.01 0.00 -0.01 -0.086
C 3.710 -1.499 -1.390 -0.02 0.01 0.01 0.013
C 2.512 -1.038 -0.875 0.04 0.09 0.00 -0.119
C 5.195 -2.106 -3.299 0.04 -0.02 -0.02 -0.585
F 5.301 -3.426 -3.076 0.03 0.16 -0.04 0.163
F 5.317 -1.892 -4.612 0.03 -0.05 0.13 0.161
F 6.224 -1.503 -2.678 -0.10 -0.10 -0.09 0.154
C -0.776 1.074 -2.326 -0.07 -0.15 -0.09 -0.324
C -1.702 0.596 -3.257 0.02 0.02 0.03 -0.047
C -2.206 1.433 -4.238 0.01 0.04 0.00 0.028
C -1.795 2.757 -4.289 -0.02 -0.03 -0.01 -0.088
C -0.881 3.246 -3.369 0.01 0.02 0.01 0.020
C -0.373 2.406 -2.393 0.10 0.08 0.09 -0.077
C -2.386 3.681 -5.329 -0.01 0.02 -0.03 -0.585
F -3.548 4.195 -4.886 0.13 -0.04 -0.08 0.161
F -1.561 4.703 -5.596 -0.11 -0.08 0.00 0.154
F -2.633 3.030 -6.472 0.01 0.10 0.12 0.161
H -1.634 -4.589 -2.294 -0.01 0.00 0.01 0.140
H 0.019 -2.771 -2.226 -0.06 0.03 -0.05 0.109
H -2.762 -0.344 -0.027 0.01 0.01 0.01 0.093
H -4.429 -2.155 -0.153 0.01 -0.01 0.00 0.134
H 0.868 -0.463 -3.795 -0.01 0.01 0.01 0.118
H 3.001 -1.292 -4.701 0.00 0.00 0.01 0.135
H 4.519 -1.778 -0.728 0.01 0.00 -0.01 0.138
H 2.385 -0.943 0.197 0.01 0.02 -0.04 0.074
H -2.035 -0.432 -3.220 -0.01 0.00 -0.03 0.112
H -2.915 1.057 -4.964 0.00 0.00 0.01 0.138
H -0.565 4.279 -3.421 0.01 -0.01 0.00 0.132
H 0.343 2.807 -1.683 -0.10 -0.04 -0.08 0.070

Record 4
99
Properties=species:S:1:pos:R:3:forces:R:3:lowdin_charge:R:1 method="wB97M-V/def2-TZVPD" energy_ev=-219345.089 spin_multiplicity=2 molar_mass_g_mol=1108.89 charge=+1 s2=0.78 max_force_ev_per_a=2.41 homo_energy_ev="-9.84 / -9.83"
Ir -0.046 0.711 0.999 0.02 -1.49 -1.89 0.918
Se -1.373 0.845 4.488 0.19 -0.04 0.01 0.391
P 0.275 0.145 3.279 -0.84 0.52 1.28 0.476
Se 2.473 1.028 -0.232 -1.43 0.02 0.89 0.798
C 1.790 0.660 4.150 0.26 -0.03 -0.58 -0.430
C 2.822 1.331 3.503 0.01 -0.14 0.13 -0.153
C 3.986 1.656 4.193 0.00 0.05 -0.06 -0.070
C 4.118 1.301 5.525 -0.02 -0.01 0.06 -0.068
C 3.084 0.633 6.175 -0.02 0.02 -0.05 -0.055
C 1.921 0.317 5.494 0.04 -0.02 0.03 -0.099
C 0.299 -1.669 3.520 0.30 0.05 -0.35 -0.408
C 1.514 -2.356 3.510 -0.10 -0.06 -0.01 -0.101
C 1.531 -3.740 3.589 0.05 0.06 -0.01 -0.065
C 0.338 -4.446 3.673 0.01 -0.02 -0.01 -0.067
C -0.869 -3.764 3.718 0.02 0.05 -0.02 -0.054
C -0.890 -2.376 3.653 -0.03 -0.12 -0.01 -0.127
H 2.717 1.588 2.455 0.10 -0.05 0.01 0.001
H 4.788 2.181 3.689 -0.01 -0.01 -0.01 0.108
H 5.025 1.542 6.063 -0.01 0.01 -0.01 0.109
H 3.186 0.358 7.217 0.00 0.01 0.00 0.112
H 1.113 -0.197 5.999 -0.01 0.02 0.00 0.100
H 2.449 -1.811 3.453 0.00 -0.02 0.01 0.101
H 2.478 -4.265 3.586 -0.01 -0.01 0.00 0.109
H 0.355 -5.528 3.716 -0.02 0.01 0.03 0.108
H -1.802 -4.305 3.800 0.01 -0.01 0.02 0.115
H -1.832 -1.847 3.711 0.02 0.05 -0.02 0.072
C 1.991 3.943 0.830 0.11 -0.22 -0.36 -0.274
P 0.461 3.044 1.217 0.32 0.26 1.01 0.720
C 0.325 3.553 2.958 -0.14 -0.08 0.03 -0.257
C -0.884 4.032 0.516 -0.07 0.11 -0.57 -0.368
C -2.197 3.579 1.099 0.14 -0.08 0.37 -0.349
P -2.357 1.751 1.055 0.41 0.72 -0.20 0.902
C -3.177 1.472 -0.532 0.32 -0.38 -0.12 -0.180
C -3.717 1.479 2.207 0.12 -0.54 0.22 -0.233
H 1.860 4.972 1.168 -0.13 -0.04 0.06 0.071
H 2.202 3.923 -0.233 0.03 0.06 -0.01 0.024
H 2.817 3.490 1.373 0.00 0.07 0.04 0.022
H 0.161 4.633 2.987 0.09 0.01 -0.09 0.071
H 1.244 3.319 3.490 -0.03 -0.01 0.03 0.045
H -0.498 3.053 3.469 0.06 -0.03 0.05 -0.053
H -0.871 3.942 -0.567 0.02 0.00 0.01 0.080
H -0.671 5.075 0.756 0.03 -0.02 0.06 0.109
H -3.034 4.014 0.550 -0.09 -0.13 0.03 0.108
H -2.285 3.881 2.145 -0.04 -0.01 0.00 0.092
H -4.157 1.944 -0.478 0.01 0.03 0.10 0.076
H -3.299 0.401 -0.695 -0.05 0.04 -0.04 0.059
H -2.610 1.896 -1.357 -0.10 0.06 0.01 0.057
H -4.537 2.121 1.876 0.10 0.03 -0.19 0.073
H -3.426 1.722 3.220 0.00 0.03 0.00 -0.042
H -4.014 0.433 2.160 -0.03 0.03 0.05 0.068
O -2.806 -2.405 0.862 -0.21 0.19 0.15 0.155
C -1.826 -1.717 0.851 0.19 -0.35 -0.37 -0.582
O -1.772 -0.491 1.336 0.23 0.68 0.20 -0.327
C -0.521 -2.218 0.318 0.25 -0.13 0.22 -0.197
C -0.494 -3.404 -0.436 -0.07 -0.10 0.11 0.037
C 0.664 -3.754 -1.048 0.09 -0.05 -0.01 0.045
C 1.848 -3.029 -0.763 -0.03 0.03 -0.01 -0.128
C 3.109 -3.383 -1.300 -0.02 -0.04 -0.02 0.002
C 4.250 -2.741 -0.901 0.00 0.01 -0.01 -0.049
C 4.185 -1.757 0.098 -0.11 0.09 0.01 -0.069
C 2.966 -1.363 0.614 -0.04 -0.20 0.18 -0.260
C 1.768 -1.955 0.139 0.14 0.07 0.15 -0.249
N 0.546 -1.505 0.584 0.26 0.84 -0.31 0.082
H -1.423 -3.943 -0.552 -0.01 0.04 -0.06 0.138
H 0.709 -4.595 -1.728 0.00 -0.01 0.02 0.133
H 3.156 -4.192 -2.019 -0.02 0.01 0.00 0.124
H 5.206 -3.021 -1.322 0.00 0.00 0.02 0.115
H 5.091 -1.287 0.459 0.00 -0.08 0.06 0.121
H 2.915 -0.741 1.500 0.06 -0.01 -0.01 0.044
O 0.741 2.787 -1.536 -0.07 0.08 -0.04 -0.121
C 0.132 1.808 -1.955 0.17 -0.13 -0.03 -0.642
N -0.133 1.564 -3.253 -0.06 -0.18 -0.03 0.173
C -0.884 0.347 -3.440 -0.16 -0.23 -0.17 -0.248
C -1.015 -0.105 -1.971 0.29 0.28 -0.04 -0.407
O -1.606 -1.109 -1.632 -0.16 0.06 0.07 0.059
N -0.372 0.786 -1.158 -0.44 0.19 -0.23 -0.036
C -2.246 0.621 -4.097 -0.01 0.01 0.11 -0.135
C -3.397 -0.081 -3.753 -0.03 0.05 -0.02 -0.035
C -4.595 0.175 -4.408 0.05 0.00 0.01 -0.061
C -4.657 1.127 -5.412 -0.03 0.01 -0.02 -0.077
C -3.512 1.829 -5.761 0.06 0.00 -0.01 -0.067
C -2.316 1.575 -5.109 -0.01 -0.05 0.03 -0.024
C -0.133 -0.727 -4.234 0.09 0.07 0.04 -0.126
C 1.078 -0.448 -4.852 -0.03 -0.03 -0.03 -0.022
C 1.708 -1.414 -5.630 0.00 0.02 0.02 -0.072
C 1.140 -2.668 -5.779 0.01 -0.02 0.03 -0.082
C -0.056 -2.961 -5.134 0.00 0.02 0.03 -0.066
C -0.691 -1.997 -4.369 0.03 0.01 -0.02 -0.020
H 0.192 2.162 -3.990 0.01 0.11 0.09 0.153
H -3.367 -0.827 -2.971 0.01 -0.02 -0.02 0.106
H -5.482 -0.381 -4.130 0.00 0.00 0.00 0.109
H -5.589 1.319 -5.928 0.00 0.01 0.01 0.108
H -3.543 2.571 -6.548 -0.02 -0.01 0.00 0.109
H -1.430 2.121 -5.412 -0.02 0.01 -0.02 0.111
H 1.545 0.522 -4.741 0.00 -0.01 0.01 0.108
H 2.640 -1.175 -6.126 0.00 -0.01 0.01 0.107
H 1.623 -3.414 -6.397 0.00 0.00 0.01 0.106
H -0.504 -3.940 -5.240 0.00 0.00 -0.01 0.108
H -1.622 -2.230 -3.871 -0.02 0.00 -0.05 0.113

Record 5
7
Properties=species:S:1:pos:R:3:forces:R:3:lowdin_charge:R:1 method="wB97M-V/def2-TZVPD" energy_ev=-16468.468 molar_mass_g_mol=81.10 max_force_ev_per_a=3.12 homo_energy_ev=-10.15
N 0.866 0.797 0.007 -1.06 2.59 1.39 0.002
O -1.872 -0.897 -1.116 0.58 -0.68 0.27 -0.446
O -1.273 -1.121 1.243 0.22 -0.73 -0.58 -0.450
S -1.068 -1.555 -0.116 -0.95 1.42 0.44 0.846
H 1.405 0.394 0.742 0.61 -0.68 -0.14 0.003
H 1.034 0.544 -0.933 0.79 -0.20 -0.67 -0.009
H 0.908 1.838 0.173 -0.19 -1.72 -0.71 0.053

Record 6
22
Properties=species:S:1:pos:R:3:forces:R:3:lowdin_charge:R:1 method="wB97M-V/def2-TZVPD" energy_ev=-10437.902 molar_mass_g_mol=118.18 max_force_ev_per_a=5.19 homo_energy_ev=-7.60
C -1.182 -1.791 -0.045 1.92 -0.89 -2.24 -0.255
C 0.211 -1.537 -0.934 -4.01 3.19 0.78 -0.108
C 0.620 -0.033 -0.841 0.76 -2.35 1.26 -0.325
C 1.206 0.254 0.325 0.40 0.84 0.07 -0.159
N 1.837 1.510 0.612 -2.20 -3.02 2.19 0.065
C 0.460 0.942 -1.943 -2.90 2.02 1.95 -0.067
N -1.175 -2.375 1.267 -0.66 0.62 -0.49 0.005
H -1.693 -0.879 -0.142 -0.76 1.28 0.53 0.083
H -1.707 -2.454 -0.717 -0.47 -0.54 0.04 0.082
H 0.918 -2.252 -0.735 2.08 -1.44 0.82 0.061
H -0.131 -1.718 -1.929 -0.19 -0.18 -0.86 0.080
H 1.149 -0.521 1.136 0.56 1.08 -0.72 0.125
H 2.564 1.413 1.266 0.92 0.23 0.62 0.055
H 1.999 2.095 -0.123 0.63 1.59 -2.23 0.024
H -0.482 0.785 -2.496 0.57 -0.27 -0.10 0.084
H 1.274 1.043 -2.570 1.71 0.00 -1.59 0.045
H 0.264 1.994 -1.483 0.48 -1.56 -0.64 0.109
H -0.495 -3.084 1.283 0.83 -0.96 0.52 0.048
H -1.103 -1.755 2.048 0.32 0.36 0.15 0.055
H -0.880 3.017 2.529 -2.13 -0.25 -2.15 0.088
H -2.063 2.262 1.707 0.08 -0.57 0.30 0.006
O -1.592 3.085 1.787 2.06 0.81 1.80 -0.103